1.
DFT (ωB97M-V/def2-TZVPD) results for 2 unconnected molecules or ions with the total composition C6H6N2O2 in a non-equilibrium geometry.

Results
**Electronic energy**: -13390.5907 eV
**ΔE to the lowest compared entry with this formula, charge and spin**: 93.07 kcal per mole

Positions of all 16 atoms, in Å:
N1 2.81 4.23 -0.01
C1 2.37 3.15 -0.05
C2 1.82 1.88 -0.11
C3 1.36 0.76 -0.16
C4 0.84 -0.61 -0.21
C5 0.10 -1.12 1.06
C6 -1.08 -1.51 0.17
O1 -1.81 -2.47 0.14
N2 -0.38 -0.79 -1.01
H1 1.64 -1.28 -0.52
H2 -0.14 -0.34 1.79
H3 0.58 -1.99 1.54
H4 -0.37 -0.93 -2.01
O2 -2.92 0.07 -0.22
H5 -2.07 0.24 -0.91
H6 -2.77 0.69 0.50



2.
DFT (ωB97M-V/def2-TZVPD) results for C6H6N2O3 in the gas phase in a non-equilibrium geometry.

Results
**Electronic energy**: -15435.6186 eV
**ΔE to the lowest compared entry with this formula, charge and spin**: 122.18 kcal per mole

Positions of all 17 atoms, in Å:
C1 -1.23 -2.21 -1.06
C2 -0.55 -1.06 -0.35
C3 -1.23 0.07 -0.56
O1 -2.03 0.68 -1.11
C4 0.64 -1.26 0.36
C5 1.43 -0.34 0.98
C6 1.25 1.04 0.99
N1 0.36 1.64 0.30
N2 0.05 3.01 0.37
O2 0.74 3.83 1.02
O3 -0.84 3.29 -0.40
H1 -2.19 -1.89 -1.60
H2 -1.65 -2.91 -0.30
H3 -0.25 -2.58 -1.62
H4 1.03 -2.18 0.18
H5 2.46 -0.73 1.30
H6 2.02 1.61 1.51